Molecular formula: C16H17N
Method: DFT, ωB97M-V with the def2-TZVPD basis set

XYZ file:
```
34
Properties=species:S:1:pos:R:3:lowdin_spin:R:1
C 3.51559 -2.64544 2.04361 0.0006
C -0.15834 -1.74869 2.29829 0.0025
C 1.20698 -1.69384 2.39848 0.0024
C -0.74484 -2.85868 1.71190 0.0005
C 2.03590 -2.66627 1.81159 0.0006
C 0.02866 -3.77527 1.05660 0.0020
C 1.43615 -3.65601 1.07641 0.0004
H -0.85008 -1.10503 2.81143 0.0011
H 1.70966 -0.81193 2.80531 0.0022
H -1.82299 -2.95895 1.72733 0.0002
H -0.29688 -4.65596 0.50509 0.0001
H 3.93503 -3.64425 2.05137 0.0000
H 3.81347 -2.17732 2.98972 0.0001
H 1.92805 -4.44110 0.48799 0.0001
H 4.09636 -2.10753 1.29830 0.0003
C -0.05587 4.51713 -0.38520 -0.0021
C -0.79483 2.20853 -1.33256 0.0640
C -1.02100 3.56056 -1.00054 0.0322
C -2.00489 1.68236 -1.85743 0.0079
C -2.36022 3.85727 -1.27520 0.1983
C 0.15534 -0.02745 -1.66141 0.0460
C -1.01191 -0.46710 -2.26464 0.1373
C 0.33014 1.30054 -1.26150 0.1988
C -2.15814 0.40011 -2.36964 0.1787
N -2.95624 2.67446 -1.72658 0.0373
H 0.96696 -0.73098 -1.52217 -0.0025
H -1.06913 -1.50488 -2.56096 0.0105
H 1.27778 1.63924 -0.85507 0.0260
H -3.05015 0.02990 -2.87091 0.0180
H -0.39106 5.54569 -0.54708 0.0017
H 0.96483 4.41679 -0.75651 0.0000
H -2.80486 4.83392 -1.36325 0.0323
H -3.85650 2.56431 -2.16340 -0.0001
H 0.00702 4.44587 0.70063 0.0023
```

Results
- HOMO energy (spin up / spin down): 0.7 / -2.6 eV
- Multiplicity: 2
- Charge: -1
- Energy above the lowest of the compared OMol25 structures with the same formula, charge and spin: 37.1 kJ/mol
- E_LUMO (spin up / spin down): 0.1122 / 0.1115 Eh
- Molar mass: 223.3 g/mol
- Kohn-Sham gap (spin up / spin down): 0.0873 / 0.2080 Eh

=====

Molecular formula: C55H46Cl2FeGeN2O2PSe
Method: DFT, ωB97M-V with the def2-TZVPD basis set

XYZ file:
```
111
Properties=species:S:1:pos:R:3:lowdin_spin:R:1
Fe 0.55711 0.19351 1.10681 3.9418
N 0.30352 -0.79035 3.31986 0.0692
C -0.93210 -1.41331 3.71441 0.0044
C -1.24080 -1.56875 5.06139 0.0027
C -2.37574 -2.26708 5.43352 0.0004
C -3.19798 -2.83315 4.46595 0.0009
C -2.90355 -2.64889 3.12783 0.0009
C -1.78544 -1.91157 2.73557 0.0039
P -1.48596 -1.43333 1.00694 0.0413
C -1.63832 -2.97240 0.06967 0.0066
C -0.51458 -3.79289 0.00872 0.0024
C -0.56057 -4.99130 -0.68177 -0.0001
C -1.72865 -5.37320 -1.32866 0.0013
C -2.84707 -4.55653 -1.27727 0.0002
C -2.80553 -3.35925 -0.57708 0.0023
C -2.94633 -0.44286 0.59004 0.0047
C -3.03905 0.02804 -0.72050 0.0026
C -4.10685 0.82237 -1.10170 -0.0002
C -5.08576 1.16275 -0.17895 0.0025
C -4.98653 0.71547 1.12895 0.0000
C -3.91933 -0.08028 1.51739 0.0024
H 0.56359 -0.05841 3.97770 0.0008
H 1.04789 -1.48507 3.38874 0.0030
H -0.57255 -1.16339 5.81225 0.0003
H -2.60973 -2.38836 6.48270 0.0001
H -4.07041 -3.40147 4.75820 0.0001
H -3.55370 -3.05881 2.36425 0.0001
H 0.40788 -3.48152 0.48781 0.0011
H 0.31814 -5.62034 -0.72960 0.0000
H -1.76275 -6.30312 -1.88049 0.0001
H -3.75514 -4.84626 -1.78927 0.0000
H -3.67933 -2.71947 -0.54895 0.0001
H -2.27094 -0.23418 -1.43733 0.0001
H -4.16427 1.18107 -2.12091 0.0000
H -5.91543 1.79050 -0.47601 0.0002
H -5.73716 0.99361 1.85733 0.0000
H -3.85154 -0.40995 2.54528 0.0002
Cl -3.36071 -1.65331 -4.14118 0.0000
C -2.79290 -1.46229 -5.77142 0.0000
C -3.59884 -1.88807 -6.81144 0.0000
C -3.16804 -1.72913 -8.11721 0.0000
C -1.92336 -1.17759 -8.36861 0.0000
C -1.11650 -0.78410 -7.31637 0.0000
Cl 0.48086 -0.21531 -7.67289 0.0000
C -1.53399 -0.88309 -5.98124 0.0000
N -0.72831 -0.49351 -4.92214 0.0002
C -0.24701 0.81434 -4.77178 0.0003
C -0.78310 1.87788 -5.49793 0.0000
C -0.26155 3.15317 -5.37178 0.0003
C 0.79267 3.39540 -4.50451 0.0000
C 1.31476 2.34386 -3.76807 0.0003
C 0.81460 1.05316 -3.88431 0.0003
C 1.44344 -0.06985 -3.09147 0.0037
C 0.57099 -0.45624 -1.89900 0.0176
O -0.41001 -1.17677 -2.04648 0.0152
O 0.95750 -0.00424 -0.75755 0.1434
H -4.56002 -2.32649 -6.58682 0.0000
H -3.79512 -2.04720 -8.93775 0.0000
H -1.55355 -1.07142 -9.37799 0.0000
H -0.84479 -0.99952 -4.04127 0.0000
H -1.60540 1.69391 -6.17784 0.0000
H -0.68465 3.96078 -5.95536 0.0000
H 1.20522 4.38935 -4.40117 0.0000
H 2.14340 2.51686 -3.09088 0.0000
H 2.41516 0.25703 -2.72648 0.0001
H 1.57223 -0.94793 -3.72661 0.0004
Se 0.15526 2.47906 1.70853 0.2010
C -1.21356 3.05203 0.47924 0.0347
C -2.42080 3.53002 0.97684 0.0118
C -3.36787 4.06383 0.11488 0.0008
C -3.12749 4.10924 -1.24933 0.0047
C -1.93466 3.60701 -1.75102 -0.0003
C -0.97995 3.08402 -0.89280 0.0070
H -2.61172 3.49592 2.04184 0.0021
H -4.30007 4.44166 0.51623 0.0000
H -3.86777 4.52697 -1.91944 0.0003
H -1.73652 3.62339 -2.81431 -0.0001
H -0.04756 2.70337 -1.28850 0.0002
C 3.81090 -1.46420 0.25260 0.0556
Ge 3.15144 -0.10105 1.52056 0.2441
C 4.25287 1.50214 1.26797 0.0435
C 3.83905 2.57253 0.48097 0.0033
C 4.66882 3.66737 0.27983 -0.0003
C 5.92596 3.70518 0.86437 0.0009
C 6.35142 2.64480 1.65289 0.0021
C 5.51907 1.55323 1.85151 0.0102
C 3.46592 -0.77501 3.35126 0.0417
C 3.76619 -2.10118 3.54477 0.0188
C 3.88584 -2.66054 4.83672 0.0001
C 3.68311 -1.88453 5.93875 0.0135
C 3.34715 -0.51408 5.79965 0.0006
C 3.08047 0.29486 6.93083 0.0014
C 2.71033 1.60165 6.78632 -0.0020
C 2.60161 2.16390 5.49820 0.0019
C 2.87251 1.41088 4.38970 0.0007
C 3.24732 0.04745 4.50208 0.0084
H 4.72572 -1.92904 0.62318 0.0076
H 4.04200 -0.95506 -0.68227 0.0004
H 3.07354 -2.23803 0.04700 0.0010
H 2.85050 2.56427 0.03490 0.0009
H 4.32842 4.49475 -0.32989 0.0000
H 6.57153 4.56018 0.70994 0.0001
H 7.33005 2.66881 2.11560 0.0003
H 5.86017 0.73673 2.47906 0.0012
H 3.91975 -2.75188 2.69153 0.0012
H 4.13416 -3.70844 4.94329 -0.0002
H 3.76465 -2.30125 6.93494 0.0009
H 3.16858 -0.14778 7.91564 0.0001
H 2.50273 2.20905 7.65725 -0.0002
H 2.30608 3.19803 5.38352 0.0003
H 2.79685 1.86828 3.40988 0.0014
```

Results
- HOMO energy (spin up / spin down): -7.2 / -7.7 eV
- Multiplicity: 6
- Energy above the lowest of the compared OMol25 structures with the same formula, charge and spin: 15.8 kJ/mol
- E_LUMO (spin up / spin down): 0.0121 / -0.0416 Eh
- Molar mass: 1076.3 g/mol
- Kohn-Sham gap (spin up / spin down): 0.2782 / 0.2417 Eh